Entry one
Entry from the OMol25 dataset: one molecule with the formula C3H4N2O (ωB97M-V/def2-TZVPD).

ORCA input file:
```
! wB97M-V def2-TZVPD RIJCOSX def2/J DEFGRID3
* xyz 0 1
C -2.00 -0.16 0.31
N 0.59 0.34 -0.37
C -0.44 0.72 -1.12
H 1.33 -0.73 2.34
H 1.56 0.68 -0.45
O 1.56 -0.33 1.50
N -1.61 0.30 -0.77
H -0.33 1.36 -2.04
H -2.80 -0.86 0.53
C 0.51 -0.42 0.68
*
```

HOMO-LUMO gap (alpha / beta)   7.73 / 7.73 eV

=====

Entry two
Entry from the OMol25 dataset: a 2-piece molecular cluster, C3H4N2O overall (ωB97M-V/def2-TZVPD).

ORCA input file:
```
! wB97M-V def2-TZVPD RIJCOSX def2/J DEFGRID3
* xyz 0 1
C -0.06 -0.46 -1.09
H -3.68 0.19 -0.57
C -0.93 0.16 -0.05
H 1.62 -0.45 1.22
H -0.29 -1.02 -1.93
O -0.79 -0.48 1.13
H 1.85 1.20 0.65
N 1.14 -0.27 -0.78
N -0.10 0.82 0.91
C 1.23 0.31 0.53
*
```

HOMO-LUMO gap (alpha / beta)   9.25 / 9.32 eV

=====

Which is most stable, and by how much? entry one, by 0.1245 hartree.

=====

Entry one
Entry from the OMol25 dataset: one molecule with the formula C3H4N2O (ωB97M-V/def2-TZVPD).

ORCA input file:
```
! wB97M-V def2-TZVPD RIJCOSX def2/J DEFGRID3
* xyz 0 1
C -0.52 1.39 -0.08
H 0.23 2.12 -0.23
H -2.30 0.31 0.26
C 1.49 -0.24 0.19
H -1.34 1.50 -0.77
N -0.70 -0.87 -0.06
O -2.07 -0.58 0.01
H -0.52 1.72 1.18
C 0.13 -0.04 -0.02
N 2.68 -0.23 -0.10
*
```

HOMO-LUMO gap   10.47 eV
SMILES string   C/C(C#N)=N\O

=====

Entry two
Entry from the OMol25 dataset: one molecule with the formula C3H4N2O (ωB97M-V/def2-TZVPD).

ORCA input file:
```
! wB97M-V def2-TZVPD RIJCOSX def2/J DEFGRID3
* xyz 0 1
N -0.17 -1.26 -0.01
C -1.08 -0.29 0.00
H -0.33 -2.20 -0.08
H -0.30 1.11 1.07
H 2.25 0.90 -0.10
C 1.28 0.30 -0.11
O -2.28 -0.19 -0.08
H -0.45 1.72 -0.67
C -0.10 0.88 0.01
N 1.18 -0.98 -0.02
*
```

HOMO-LUMO gap   10.61 eV
SMILES string   O=C1CC=NN1

=====

Entry three
Entry from the OMol25 dataset: one molecule with the formula C3H4N2O (ωB97M-V/def2-TZVPD).

ORCA input file:
```
! wB97M-V def2-TZVPD RIJCOSX def2/J DEFGRID3
* xyz 0 1
H -0.30 2.51 0.22
N -0.96 -0.76 1.16
C 0.58 -0.70 -0.85
C -0.32 0.16 0.33
H -0.57 -1.69 1.03
N 1.13 0.08 -1.68
H 0.69 -1.80 -0.89
H -1.07 -0.56 2.15
C -0.18 1.44 0.10
O 0.99 1.33 -1.58
*
```

HOMO-LUMO gap   9.63 eV

=====

Which is most stable, and by how much? entry two, by 0.1267 hartree.

=====

Entry one
Entry from the OMol25 dataset: one molecule with the formula C3H4N2O (ωB97M-V/def2-TZVPD).

ORCA input file:
```
! wB97M-V def2-TZVPD RIJCOSX def2/J DEFGRID3
* xyz 0 1
H -1.69 -0.06 1.18
N 0.41 1.03 -1.09
H 1.38 -0.77 -1.57
C -0.83 0.18 0.57
C -0.60 1.27 -0.26
O 1.00 -1.47 0.79
H -1.11 2.23 -0.28
H 0.71 -1.39 1.70
C 0.21 -0.65 0.11
N 0.53 -0.38 -1.16
*
```

HOMO-LUMO gap   8.56 eV
SMILES string   Oc1ccn[nH]1

=====

Entry two
Entry from the OMol25 dataset: one molecule with the formula C3H4N2O (ωB97M-V/def2-TZVPD).

ORCA input file:
```
! wB97M-V def2-TZVPD RIJCOSX def2/J DEFGRID3
* xyz 0 1
C 0.08 -0.72 -0.25
O 0.29 -1.98 -0.64
N 0.99 -0.16 0.55
H -1.49 0.54 0.39
C -0.32 1.39 0.06
H 1.76 -0.61 1.00
H -0.76 2.38 -0.01
C -0.92 0.24 -0.62
N 0.75 1.16 0.80
H -0.39 -2.22 -1.28
*
```

HOMO-LUMO gap   9.41 eV
SMILES string   Oc1ccn[nH]1

=====

Entry three
Entry from the OMol25 dataset: one molecule with the formula C3H4N2O (ωB97M-V/def2-TZVPD).

ORCA input file:
```
! wB97M-V def2-TZVPD RIJCOSX def2/J DEFGRID3
* xyz 0 1
N 0.27 -0.90 -0.37
H 2.01 -0.17 0.68
C -0.87 -0.23 -0.73
H -1.12 2.06 -0.60
H 0.22 -1.91 -0.30
C 0.92 -0.13 0.68
H 0.55 -0.47 1.66
N 0.45 1.24 0.49
O -1.90 -0.67 -1.20
C -0.54 1.19 -0.31
*
```

HOMO-LUMO gap   10.39 eV
SMILES string   O=C1C=NCN1

=====

Which is most stable, and by how much? entry three, by 0.0894 hartree.

=====

Entry one
Entry from the OMol25 dataset: one molecule with the formula C3H4N2O (ωB97M-V/def2-TZVPD).

ORCA input file:
```
! wB97M-V def2-TZVPD RIJCOSX def2/J DEFGRID3
* xyz 0 1
H -1.07 1.70 -0.71
O -1.72 -1.07 0.02
C 1.49 0.14 0.36
N 0.90 1.33 -0.11
H 0.04 -1.01 -0.97
H 2.56 0.09 0.53
H -2.13 -0.83 0.86
C -0.32 0.99 -0.36
C -0.50 -0.46 -0.15
N 0.73 -0.88 0.53
*
```

HOMO-LUMO gap   10.43 eV
SMILES string   O[C@H]1C=NC=N1

=====

Entry two
Entry from the OMol25 dataset: a 2-piece molecular cluster, C3H4N2O overall (ωB97M-V/def2-TZVPD).

ORCA input file:
```
! wB97M-V def2-TZVPD RIJCOSX def2/J DEFGRID3
* xyz 0 1
C 1.70 0.21 -0.41
H -0.70 -1.73 0.19
C -1.38 0.14 -0.29
H 1.17 -0.72 1.42
H -2.35 -0.21 -0.63
N 2.42 0.66 -1.20
H 0.01 1.16 0.46
N -0.47 -0.75 0.11
O -1.11 1.36 -0.25
C 0.73 -0.11 0.61
*
```

HOMO-LUMO gap   9.92 eV

=====

Which is most stable, and by how much? entry one, by 0.0065 hartree.